The following is a quantum chemistry calculation of C47H58FN6O10P2 as an isolated structure in a non-equilibrium geometry, from the Open Molecules 2025 dataset.

The geometry in XYZ format:
```
124
Properties=species:S:1:pos:R:3:forces:R:3
H 1.96416 -0.82486 0.45927 -0.514 -1.055 2.320
C 0.08400 -5.08983 -2.39683 0.483 -0.167 -0.804
C 3.56126 3.13026 0.98468 -1.377 1.252 0.283
C -1.34937 5.29618 8.29251 0.083 0.042 0.299
H -1.64289 1.99037 -0.05855 1.493 0.601 1.325
C 1.09357 6.46206 8.97685 -0.190 -0.068 0.246
C -0.34164 0.22393 0.96262 -1.197 -0.266 0.822
H 2.76450 2.83726 -1.14470 -0.738 1.526 1.389
C 1.68279 -1.51735 1.38887 0.094 1.064 -2.191
C 3.14071 -4.85429 0.71447 0.464 0.767 0.711
C 0.01133 5.27466 3.50698 0.336 0.107 -0.195
N 7.04859 -4.67735 0.66980 -1.700 0.453 0.714
C 5.72169 -5.40937 0.68886 -1.003 -0.050 -0.187
H -1.76648 5.29852 10.40704 0.125 0.048 -0.163
N -0.60212 -2.96506 -0.94833 1.361 -0.327 2.509
H -0.65857 -5.63187 -1.67299 1.695 0.943 -1.167
C 0.79085 6.21276 7.63272 -0.163 -0.055 0.610
O -1.79907 4.78348 5.58110 0.535 0.178 0.109
H -2.48896 -2.83592 3.43190 1.567 0.609 -0.452
C -0.06069 -2.67843 0.30894 1.219 -1.811 0.827
P -1.25016 -3.29181 2.80019 -1.552 -4.091 -2.548
C 7.04161 2.53240 -0.15886 -0.734 -0.143 0.221
O 2.71332 -5.13666 -2.80048 -7.578 -3.389 1.867
H 0.69684 2.14714 -1.12725 -0.383 1.972 0.886
C -8.99537 -0.28586 -9.43155 0.238 -0.036 0.299
C 0.39517 -0.60599 3.53205 -0.234 2.084 0.208
H -0.29905 3.82857 -1.29130 1.241 -1.746 1.374
H -2.30454 4.84316 8.03282 0.284 0.115 -0.104
H 3.39614 1.97242 1.16472 0.574 2.103 -0.633
H -0.83408 0.90357 4.81864 -0.489 -2.108 -1.394
C -1.00706 -0.13659 4.29034 1.034 -1.059 0.815
C -6.63981 -0.70821 -6.51843 -1.212 0.319 1.021
C 1.58420 -5.80103 -2.44134 5.968 1.313 -0.876
C -0.79161 2.49771 0.56360 -0.170 1.521 -0.734
H -1.90138 -0.13691 3.53381 1.728 0.116 1.616
H -3.02797 -1.59749 -3.74289 -2.153 4.434 -5.985
C 0.28825 3.08941 -0.56668 -1.569 -0.070 1.410
C -5.22032 -1.04529 -6.29308 0.524 -0.091 0.483
O -4.10171 -1.27369 -9.70666 -0.408 0.074 0.714
P -2.38497 -2.63416 -1.09353 -3.364 1.502 2.719
C 2.65415 3.65751 -0.31740 1.544 -0.326 0.458
H -1.03907 -5.41487 2.37853 -0.663 0.587 -0.493
H 1.92155 -7.40108 -1.08866 -0.537 0.163 -1.044
H -2.79337 -4.87256 -1.40861 -1.316 1.071 0.836
C -2.55384 -1.74910 -5.84048 -0.495 0.121 -0.557
H -6.10338 -0.81807 -11.14042 -0.040 -0.011 0.323
C -8.12722 -0.43606 -10.51265 0.319 -0.067 0.163
H 3.31691 7.08554 4.43099 -0.282 -0.131 0.125
C -1.04778 5.55218 9.63087 0.018 -0.036 -0.358
H -0.23019 -3.68276 3.73870 -0.477 1.331 -0.223
H -0.18952 -2.90435 -3.09258 0.649 -1.155 2.275
H 7.72943 2.73892 -1.08672 -1.313 -0.326 1.949
C -7.14965 -0.63129 -7.90194 -0.440 0.054 -0.343
O -2.69596 -1.75947 -2.57262 3.221 -5.005 7.030
H -2.83596 -2.40328 -3.33268 0.768 -2.155 2.253
C 0.94474 5.58088 2.51436 -0.389 0.119 0.287
H 3.32640 -4.40541 -0.35975 -0.546 -1.213 2.062
H 4.48959 -5.02742 2.67478 -0.020 0.944 -2.411
C -6.77407 -0.69650 -10.29164 -0.277 0.042 -0.053
H -0.91192 4.76427 3.23731 0.141 0.164 0.260
H -1.51082 0.01190 0.84673 2.381 0.561 0.348
H 0.41658 6.31361 11.01788 -0.035 -0.017 -0.209
H 3.10035 4.65783 -0.78955 -1.045 -2.017 1.322
C 1.75963 6.58819 6.58369 1.344 0.752 0.418
H 7.00406 1.37903 0.03521 0.263 2.155 -0.340
H 4.90286 2.05071 -0.83118 0.771 1.992 0.848
H -5.39228 -0.97434 -4.13528 -0.029 -0.014 -0.301
H -9.19071 -0.25343 -7.28764 0.311 -0.037 -0.105
C 0.19867 -1.00833 1.95625 1.786 0.775 -0.735
H 2.04507 6.91434 9.25160 -0.205 -0.087 -0.249
C -0.42271 5.61675 7.29188 -0.186 -0.017 0.578
C -6.28637 -0.80587 -8.98286 -0.407 0.093 -0.379
H -8.50523 -0.35593 -11.52951 0.096 -0.020 0.195
C 4.54219 -4.61212 1.56065 -0.238 -0.544 -0.679
O -7.38738 -0.50050 -5.56965 0.603 -0.167 -0.554
O -3.30722 -4.10994 -0.98213 3.737 0.801 -2.409
H 7.20205 -4.32359 1.65613 -0.028 -0.398 -1.642
H 0.74655 5.30815 1.48004 0.062 0.192 0.463
O 4.97117 3.52725 0.84612 -2.074 -1.867 -1.521
O -0.12894 1.56380 1.53098 -1.382 -0.989 -2.812
C -4.73448 -1.15643 -4.98352 0.237 -0.131 -0.154
H 6.88707 -3.83912 0.05101 0.432 -1.062 1.086
H -1.51800 -2.03233 -5.66648 -0.064 0.048 -0.102
H -1.31530 3.37776 1.17452 1.487 -1.946 -1.212
H 1.08533 0.36823 3.54148 -1.338 -2.410 -0.302
N 1.77303 -7.29671 -2.11814 -0.027 2.821 -0.213
C -0.73176 5.30379 5.88170 -1.164 -0.520 -0.239
C -4.36772 -1.26670 -7.37356 0.586 -0.170 0.604
O 2.80191 7.16162 6.87872 -0.697 -0.405 -0.218
N -0.73562 -2.12627 1.55549 1.110 0.033 -0.661
H 2.60308 -1.46272 2.10930 -2.087 -0.763 -1.129
H 0.91782 -4.86280 1.32769 1.838 1.562 0.035
F 1.16936 -1.62265 4.32843 -1.924 1.706 -2.004
H 7.43515 3.04863 0.84165 -0.848 -0.981 -2.459
C -8.50805 -0.37696 -8.12676 -0.150 0.028 -0.274
C -3.03239 -1.62476 -7.14656 0.267 -0.071 0.211
C 1.83236 -4.10856 1.36139 -0.707 -1.801 0.853
H 0.09422 0.12522 -0.13448 -0.451 0.072 2.207
H -0.35835 -5.20898 -3.49799 1.068 0.050 2.386
H 2.94762 -6.01048 0.71193 0.290 2.223 -0.268
C 2.12856 6.23806 2.84836 -0.055 0.044 0.440
H 2.85258 6.48320 2.07433 -0.107 -0.025 0.144
C 2.38834 6.57695 4.17709 -0.017 -0.103 -0.298
C -3.40234 -1.50778 -4.76035 -1.059 0.240 -2.765
C 0.20284 -3.47629 -2.12475 1.529 0.679 -1.096
N -1.65691 -4.67045 1.98777 1.359 1.604 1.520
C -4.86146 -1.12370 -8.75771 0.724 -0.132 -1.440
O 1.28995 3.84687 0.19939 0.624 -2.079 -2.757
H 1.99353 -3.85238 2.50985 -0.200 -0.485 -2.358
H 4.77465 -3.46137 1.58120 -0.356 -2.185 -0.006
C 0.17632 6.12577 9.97376 0.155 0.049 -0.340
C 1.45964 6.25765 5.17653 0.180 0.008 -0.632
H 3.06773 3.66677 1.92722 1.434 -1.034 -1.979
H 5.32961 -5.45658 -0.42674 0.885 -0.036 2.246
H 2.67409 -7.59610 -2.56182 -1.005 0.741 0.468
H 5.81956 -6.53323 1.07877 -0.049 2.566 -0.769
H -10.05236 -0.09549 -9.60393 0.208 -0.028 0.054
H 1.31278 -3.09084 -1.96709 -2.200 -1.258 -0.346
H 5.44092 3.87273 -1.25222 -0.074 -1.829 1.587
H -2.36251 -1.81180 -7.98435 -0.321 0.111 0.061
H -1.15601 -0.91996 5.17576 -0.008 1.630 -1.995
C 0.26698 5.61869 4.84082 0.166 -0.074 -0.616
N 1.40193 -2.83916 0.66041 -1.690 1.444 -0.341
C 5.46674 3.00825 -0.44624 2.112 -0.058 -0.069
```
Positions in Å, forces in eV/Å.

F_max: 0.179 Eh/bohr
E_HOMO: -11.0 eV
relative energy (zero: lowest compared OMol25 entry of this formula, charge and spin): 1049.3 kJ/mol
total charge: +1